## a
C20H60O12 | ωB97M-V with the def2-TZVPD basis set

Summary:
Orbital gap, eV: 9.8
SMILES: OCCO.OCCO.CCO.CCO.CCO.CCO.CCO.CCO.CCO.CCO
E_LUMO, Ha: 0.00659

Geometry as ORCA input:
```
! wB97M-V def2-TZVPD RIJCOSX def2/J DEFGRID3
* xyz 0 1
C 1.39867 3.26689 3.88105
C 2.71285 2.78206 4.46765
O 3.34227 1.84280 3.60348
H 1.60332 3.74168 2.92032
H 0.84134 3.87023 4.60005
H 0.72448 2.43122 3.67541
H 2.49931 2.26293 5.39951
H 3.31739 3.68536 4.59050
H 3.47541 2.28677 2.75484
C 0.24800 0.52056 0.61017
C 0.31126 -1.00774 0.87965
O -0.11543 -1.57933 -0.37250
H -0.77876 0.80590 0.39496
H 0.80807 0.62690 -0.32468
H 0.73233 1.14731 1.35673
H -0.54501 -1.17764 1.54189
H 1.23567 -1.38102 1.31264
H 0.40610 -2.37329 -0.53315
C 1.04659 4.82184 -0.50262
C 2.35892 4.07971 -0.55693
O 2.55613 3.08516 0.46863
H 1.03251 5.37963 0.43718
H 0.17889 4.16031 -0.44808
H 0.88762 5.41863 -1.39839
H 3.21034 4.76130 -0.62392
H 2.36174 3.48778 -1.48303
H 2.74290 2.26124 0.01685
C 1.82948 -1.35068 -2.89988
C 2.58756 -0.22395 -3.56376
O 2.68886 0.83967 -2.58474
H 1.72955 -2.21884 -3.55825
H 0.81853 -1.03679 -2.63231
H 2.32211 -1.73603 -2.00720
H 2.07622 0.19798 -4.42800
H 3.56075 -0.63670 -3.84047
H 3.55355 1.23978 -2.72863
C -1.21193 -3.80144 -2.48417
C -2.12366 -4.94682 -2.93742
O -2.01448 -6.07275 -2.09682
H -1.55566 -3.46174 -1.50562
H -1.12336 -3.01125 -3.23060
H -0.18279 -4.14610 -2.32492
H -1.88267 -5.19941 -3.97253
H -3.11934 -4.51423 -2.85531
H -1.09449 -6.29260 -1.92044
C -1.96636 2.41906 2.70786
C -1.24738 3.58290 2.04906
O -2.12712 4.08884 1.04631
H -1.49998 2.10487 3.64366
H -2.02320 1.52017 2.08157
H -3.03298 2.58669 2.87826
H -0.33746 3.22958 1.55158
H -0.98457 4.32044 2.80626
H -2.34420 3.27137 0.57149
C -1.41245 3.78583 -3.93996
C -0.46328 2.96288 -3.07733
O 0.03137 1.72928 -3.60474
H -1.76184 3.20300 -4.79653
H -0.88433 4.63989 -4.36230
H -2.27100 4.04793 -3.32906
H -1.09066 2.63398 -2.24169
H 0.34653 3.61065 -2.74395
H 0.75695 1.49468 -3.01025
C -2.29105 -2.52309 3.76302
C -1.20963 -1.64156 4.37659
O -1.84001 -0.60145 5.11525
H -2.86715 -1.96294 3.02679
H -2.93640 -2.90791 4.55072
H -1.86771 -3.36795 3.21083
H -0.46287 -1.22297 3.69893
H -0.52639 -2.14548 5.08018
H -2.19095 -0.96893 5.92899
C 2.18524 -5.84909 -0.51165
C 2.24214 -4.35053 -0.32286
O 3.49923 -4.04042 0.27163
O 0.88425 -6.30966 -0.85097
H 2.45901 -6.28465 0.45344
H 2.93470 -6.13568 -1.26159
H 1.44909 -4.07269 0.37720
H 2.04235 -3.74855 -1.21079
H 4.16973 -4.12570 -0.41442
H 0.88066 -7.25025 -0.65087
C -2.75103 0.68162 -1.30191
C -3.19343 -0.41229 -0.34039
O -2.74524 -1.68639 -0.78613
O -3.18710 1.97620 -0.77840
H -3.15723 0.47413 -2.29542
H -1.68081 0.86769 -1.41092
H -4.28766 -0.44331 -0.36099
H -2.85090 -0.23022 0.68584
H -1.81894 -1.58035 -1.04295
H -4.02109 1.79511 -0.32649
*
```



## b
C20H60O12 | ωB97M-V with the def2-TZVPD basis set

Summary:
Orbital gap, eV: 10.1
SMILES: OCCO.OCCO.CCO.CCO.CCO.CCO.CCO.CCO.CCO.CCO
E_LUMO, Ha: 0.01238

Geometry as ORCA input:
```
! wB97M-V def2-TZVPD RIJCOSX def2/J DEFGRID3
* xyz 0 1
C 0.60657 -6.25893 -0.70901
C -0.24144 -5.35835 -1.62463
O 0.51724 -4.80593 -2.71482
H 1.65088 -5.96208 -0.71733
H 0.53895 -7.26296 -1.14356
H 0.28231 -6.37099 0.32360
H -0.56753 -4.52572 -0.98961
H -1.18411 -5.84051 -1.87930
H 0.14999 -5.24472 -3.48855
C -0.58347 2.15306 -2.69356
C -1.22814 2.40060 -4.07025
O -0.25034 1.98717 -5.03952
H -0.31748 1.11139 -2.54745
H -1.28655 2.44049 -1.90739
H 0.22335 2.87903 -2.61566
H -1.49472 3.43299 -4.30681
H -2.14571 1.81786 -4.19339
H -0.68804 1.46505 -5.71564
C -3.89235 -0.13353 -1.44966
C -3.82793 -0.33511 -2.93480
O -4.64393 -1.48069 -3.30615
H -3.50439 -0.97288 -0.87445
H -4.85191 0.23219 -1.08960
H -3.17411 0.66826 -1.20963
H -2.82423 -0.46322 -3.34498
H -4.22414 0.54770 -3.45557
H -5.53247 -1.10973 -3.33693
C -2.71976 4.56543 -0.40655
C -3.18650 5.91803 -0.84910
O -2.39478 6.91522 -0.19808
H -1.63027 4.45690 -0.41427
H -3.16438 3.78013 -1.01945
H -2.91912 4.31755 0.64011
H -4.24784 6.03843 -0.60887
H -3.10369 6.04560 -1.93242
H -2.79033 7.77127 -0.38706
C 3.32110 2.17373 -1.88795
C 4.13351 2.49493 -3.14443
O 5.49295 2.07329 -2.94285
H 3.32443 1.09485 -1.73533
H 2.30212 2.55033 -1.99240
H 3.76748 2.70108 -1.04439
H 4.14811 3.55697 -3.37078
H 3.71048 1.93685 -3.98447
H 5.44774 1.13775 -2.72171
C -1.68213 -4.21891 3.04228
C -0.62586 -3.94053 4.09618
O 0.69450 -3.97176 3.58549
H -1.39510 -5.00133 2.33217
H -1.82532 -3.37584 2.35879
H -2.64464 -4.46770 3.48995
H -0.61720 -4.60554 4.96119
H -0.87374 -2.96663 4.54517
H 0.74809 -3.30581 2.88762
C 3.82666 -2.14638 -0.74800
C 2.76317 -3.25761 -0.67882
O 1.48647 -2.79334 -1.04526
H 4.17872 -1.94937 -1.75951
H 4.70759 -2.48209 -0.19101
H 3.49881 -1.25017 -0.21977
H 2.78805 -3.60106 0.36166
H 3.10790 -4.08534 -1.29954
H 1.03810 -3.42567 -1.64197
C -1.71664 1.08547 3.95182
C -2.31510 2.46388 4.07886
O -2.88376 2.83289 2.79045
H -1.58902 0.63176 4.94291
H -0.76940 1.09339 3.41461
H -2.35465 0.35122 3.45413
H -1.54578 3.22464 4.20953
H -3.10615 2.44641 4.82193
H -2.25789 2.53632 2.11640
C -0.48915 -0.82492 0.88072
C 0.27751 0.47910 0.70652
O -0.51127 1.63001 0.88997
O 0.46114 -1.84895 1.26024
H -0.89961 -1.20993 -0.05720
H -1.21880 -0.79615 1.68708
H 0.80056 0.48000 -0.25949
H 1.08498 0.46130 1.44899
H 0.04613 2.41371 0.85629
H 0.86292 -2.11387 0.39597
C 3.35883 0.40223 3.09211
C 3.15869 1.89177 2.78013
O 1.82548 2.32768 3.13410
O 4.21869 -0.22148 2.15997
H 2.39277 -0.11194 3.01747
H 3.73221 0.29313 4.11432
H 3.32434 2.05789 1.71446
H 3.81360 2.44956 3.44997
H 1.96483 3.05671 3.73698
H 4.16291 -1.17555 2.16874
*
```



Result of the stability comparison: a is the least stable of them.



## a
C4H12NO3 | ωB97M-V with the def2-TZVPD basis set

Summary:
Orbital gap, eV: 7.4
E_LUMO, Ha: 0.14608

Geometry as ORCA input:
```
! wB97M-V def2-TZVPD RIJCOSX def2/J DEFGRID3
* xyz -1 1
C -0.75104 0.85428 0.24544
O 0.26813 0.45892 1.07561
C -0.60706 0.31316 -1.20438
C 0.37581 -0.83174 -1.21173
C -0.19833 -2.14304 -0.61634
O 0.71383 -2.65896 0.35082
N -0.07722 1.40446 -2.05841
H -1.72745 0.49604 0.66014
H -0.95111 1.94834 0.21560
H -1.58854 0.14022 -1.65661
H 0.77448 -1.04044 -2.20637
H 1.19498 -0.56945 -0.56874
H -1.23999 -1.99321 -0.32668
H -0.18985 -2.90840 -1.39807
H 0.80643 -1.93672 0.99339
H 0.19344 1.10314 -2.98159
H 0.74379 1.86115 -1.69389
H 0.45747 1.71568 2.17547
H -0.62041 2.42950 2.98109
O 0.32091 2.24518 3.02479
*
```



## b
C4H12NO3 | ωB97M-V with the def2-TZVPD basis set

Summary:
Orbital gap, eV: 4.6
E_LUMO, Ha: 0.00438

Geometry as ORCA input:
```
! wB97M-V def2-TZVPD RIJCOSX def2/J DEFGRID3
* xyz -1 1
C -1.52739 -0.22927 0.26692
O -1.44753 -0.09414 -1.13875
C -0.09402 -0.29110 0.84754
C 0.85554 -0.94059 -0.10375
C 1.91043 0.09224 -0.78361
O 2.89664 -0.43255 -1.40688
N -1.06239 -0.85903 3.13798
H -1.99557 0.70391 0.57768
H -2.09868 -1.13355 0.47415
H 0.24666 0.75037 1.04511
H 1.45596 -1.77296 0.27193
H 0.34112 -1.36847 -0.99704
H 1.23111 0.70500 -1.43617
H 2.11816 0.81761 0.08535
H -1.96026 -1.31608 3.18641
H -0.40983 -0.65783 1.96827
H -0.69042 -0.62634 4.04518
H -0.42811 2.85319 -1.73530
H -1.16249 0.89970 -1.30288
O -0.95763 2.33263 -1.12503
*
```



## c
C4H12NO3 | ωB97M-V with the def2-TZVPD basis set

Summary:
Orbital gap, eV: 8.3
E_LUMO, Ha: 0.14522

Geometry as ORCA input:
```
! wB97M-V def2-TZVPD RIJCOSX def2/J DEFGRID3
* xyz -1 1
C -0.91103 -0.07777 -0.68150
C -0.62338 1.36652 -0.30827
C -1.76108 2.37161 -0.39185
O 0.06904 1.54359 0.93431
N 0.20875 -0.81475 -1.29930
C 1.47933 -0.52301 -0.64348
O 1.49888 -0.79802 0.71642
H -1.39239 -0.68095 0.10735
H -1.76993 -0.04431 -1.39423
H 0.12811 1.64430 -1.06691
H -2.34683 2.27685 -1.29820
H -1.30177 3.35279 -0.18055
H -2.43021 2.18801 0.45642
H 0.53179 0.67734 1.10105
H 0.08416 -1.79904 -1.07568
H 2.33140 -1.07789 -1.09092
H 1.74541 0.55194 -0.72430
H 0.15461 -2.77657 2.22059
H 0.89512 -1.78526 0.95759
O 0.06876 -2.65892 1.27129
*
```



Result of the stability comparison: b is the least stable of them.